Entry 1:
{"formula": "C4H2LiLuO2", "method": "the ωB97M-V functional and the def2-TZVPD basis", "symbols": ["H", "O", "C", "C", "C", "Li", "O", "C", "Lu", "H"], "xyz": [[-2.8413, 0.7768, -0.8575], [-2.3320, -0.1429, 0.9278], [-2.0095, 0.4388, -0.2140], [-0.7239, 0.6017, -0.6192], [0.5766, 0.4890, -0.1787], [-0.6283, -0.6208, 1.4970], [2.6830, -0.6332, 0.0835], [1.4542, -0.7147, -0.3815], [2.5829, 1.3291, 0.8470], [1.2384, -1.5239, -1.1043]], "forces_ev_per_angstrom": [[0.353, -0.220, 0.227], [1.399, 1.180, -2.016], [-2.260, -0.816, 1.472], [3.290, 0.033, 1.705], [-1.163, -2.269, -1.456], [-0.488, 0.001, 0.023], [0.007, 0.364, 0.396], [-0.462, 2.368, 0.138], [-0.656, -1.134, -0.822], [-0.020, 0.494, 0.332]], "mulliken_charge": [0.355, -0.774, 0.330, -0.203, -1.115, 0.844, -0.549, 0.898, 0.815, 0.398], "multiplicity": 2, "total_charge": 1, "relative_energy_kcal_mol": 0.0, "lumo_energy_ev": [-6.2, -6.2], "homo_ev": [-11.0, -10.8], "energy_ha": -1546.7496, "homo_lumo_gap_ev": [4.82, 4.64]}

Entry 2:
{"formula": "C25H27AsBrFO2PtS", "method": "the ωB97M-V functional and the def2-TZVPD basis", "symbols": ["Pt", "O", "C", "O", "C", "C", "C", "C", "C", "C", "S", "H", "H", "H", "H", "Br", "C", "C", "C", "C", "C", "C", "H", "H", "H", "H", "C", "C", "As", "C", "C", "C", "C", "H", "H", "H", "H", "H", "H", "H", "H", "H", "H", "H", "H", "H", "H", "H", "F", "C", "C", "C", "C", "C", "C", "H", "H", "H", "H"], "xyz": [[-1.4173, -0.1270, -0.3342], [0.9798, 3.4732, -0.9681], [-0.0662, 2.8512, -0.7069], [-0.1076, 1.5890, -0.6003], [-1.3309, 3.6755, -0.5100], [-1.2078, 5.0444, -0.7684], [-2.2615, 5.9249, -0.6147], [-3.4947, 5.4335, -0.1927], [-3.6429, 4.0888, 0.0671], [-2.5751, 3.1747, -0.0797], [-2.9934, 1.5329, 0.3419], [-0.2382, 5.4000, -1.0906], [-2.1283, 6.9813, -0.8192], [-4.3413, 6.1009, -0.0662], [-4.5969, 3.6922, 0.3919], [-7.3840, -4.3886, -0.4171], [-5.1011, -3.1352, -0.4222], [-4.7909, -2.5613, 0.7692], [-3.6921, -1.6978, 0.8123], [-2.9383, -1.4269, -0.3337], [-3.3237, -2.0495, -1.5261], [-4.4188, -2.9143, -1.5768], [-5.3778, -2.7428, 1.6597], [-3.4459, -1.2288, 1.7567], [-2.7673, -1.8719, -2.4370], [-4.7008, -3.3760, -2.5138], [4.2648, 1.3498, -1.3669], [4.1298, 0.1973, -0.3735], [2.2678, 0.0989, 0.3528], [2.2888, 1.7391, 1.4548], [3.5110, 2.0325, 2.3200], [2.6706, -1.1972, 1.8168], [3.1837, -2.5364, 1.2948], [5.2535, 1.3635, -1.8369], [4.1016, 2.3105, -0.8756], [3.5109, 1.2587, -2.1505], [4.8782, 0.2807, 0.4214], [4.3113, -0.7481, -0.8923], [1.3946, 1.6912, 2.0820], [2.1347, 2.5622, 0.7557], [3.6436, 1.2881, 3.1083], [3.4067, 3.0060, 2.8088], [4.4220, 2.0614, 1.7184], [1.7212, -1.3560, 2.3366], [3.3768, -0.7873, 2.5442], [2.5119, -2.9237, 0.5266], [3.2460, -3.2804, 2.0943], [4.1768, -2.4309, 0.8521], [1.2184, -5.6589, -1.2574], [0.7047, -4.4109, -0.9993], [0.0768, -4.1780, 0.2038], [-0.4642, -2.9162, 0.4408], [-0.3957, -1.8822, -0.5019], [0.2881, -2.1694, -1.6969], [0.8244, -3.4278, -1.9582], [-0.0099, -4.9843, 0.9228], [-0.9881, -2.7436, 1.3743], [0.3814, -1.3928, -2.4472], [1.3208, -3.6580, -2.8942]], "forces_ev_per_angstrom": [[-1.665, -0.025, 0.681], [-0.022, 0.066, -0.024], [-0.084, -0.103, -0.026], [0.443, -0.341, -0.030], [-0.005, -0.018, -0.007], [-0.092, 0.045, 0.021], [0.019, 0.088, -0.042], [-0.046, -0.051, 0.058], [0.188, 0.126, -0.058], [-0.115, -0.011, 0.047], [0.063, -0.126, -0.231], [0.027, -0.076, 0.012], [0.003, 0.008, -0.015], [-0.001, 0.017, -0.006], [-0.017, 0.007, -0.002], [2.265, 1.106, -0.081], [-0.859, -0.085, 0.224], [-0.835, -0.279, 0.896], [-0.032, -0.304, -0.512], [0.678, 0.687, 0.141], [-0.195, -0.142, 0.565], [-0.653, -0.607, -1.070], [-0.012, 0.017, -0.034], [-0.017, 0.004, -0.009], [-0.001, -0.067, -0.002], [-0.043, 0.010, 0.026], [-0.055, -0.088, 0.108], [0.037, 0.087, 0.075], [0.433, -0.246, 0.119], [0.157, 0.172, 0.098], [-0.089, -0.119, -0.038], [0.038, -0.030, 0.061], [-0.089, 0.129, -0.106], [-0.002, 0.029, -0.009], [-0.026, 0.040, -0.063], [-0.004, 0.092, -0.016], [-0.023, -0.034, 0.034], [-0.054, -0.039, 0.076], [-0.071, -0.041, -0.113], [-0.141, -0.087, -0.073], [0.081, -0.008, -0.016], [0.021, 0.015, -0.004], [0.052, 0.005, 0.050], [-0.016, 0.063, -0.022], [-0.004, 0.077, -0.034], [0.030, -0.069, -0.010], [0.015, -0.028, -0.025], [0.020, -0.026, 0.003], [0.008, -0.007, 0.015], [-0.042, 0.019, 0.022], [0.007, -0.078, -0.008], [0.051, 0.031, -0.143], [0.555, 0.569, -0.657], [-0.041, -0.407, 0.203], [0.064, 0.021, -0.110], [0.027, 0.025, 0.047], [-0.011, -0.038, 0.012], [0.047, 0.001, 0.005], [0.031, 0.022, -0.004]], "mulliken_charge": [1.149, -0.804, 0.393, -0.834, -0.253, -0.549, -0.537, -0.368, -0.902, 0.853, -0.685, 0.399, 0.334, 0.324, 0.379, -0.479, -0.372, -0.239, 0.272, -0.486, -0.104, -0.378, 0.395, 0.418, 0.324, 0.413, -1.209, -0.893, 0.660, -0.547, -1.320, -0.722, -1.108, 0.395, 0.248, 0.319, 0.406, 0.411, 0.493, 0.165, 0.288, 0.446, 0.221, 0.402, 0.424, 0.123, 0.378, 0.340, -0.408, 0.539, -0.802, -0.123, -0.575, -0.056, -0.558, 0.337, 0.368, 0.346, 0.349], "total_charge": -2, "relative_energy_kcal_mol": 59.6, "lumo_energy_ev": [3.4, 3.4], "homo_ev": [-1.4, -1.4], "energy_ha": -6546.4913, "homo_lumo_gap_ev": [4.87, 4.87]}

Entry 3:
{"formula": "C42H48FI2InN7", "method": "the ωB97M-V functional and the def2-TZVPD basis", "symbols": ["C", "C", "In", "C", "C", "F", "C", "I", "C", "C", "I", "H", "H", "H", "H", "H", "H", "H", "H", "H", "H", "H", "H", "H", "N", "C", "C", "C", "C", "C", "H", "H", "H", "H", "H", "N", "C", "C", "C", "C", "C", "H", "H", "H", "H", "H", "N", "C", "C", "C", "C", "C", "H", "H", "H", "H", "H", "N", "C", "C", "C", "C", "C", "H", "H", "H", "H", "H", "N", "C", "C", "C", "C", "C", "H", "H", "H", "H", "H", "N", "C", "C", "C", "C", "C", "H", "H", "H", "H", "H", "N", "C", "C", "C", "C", "C", "H", "H", "H", "H", "H"], "xyz": [[-1.9584, 3.6178, -0.2634], [-3.0172, 2.8453, -1.2637], [-2.8468, 0.5769, -1.2379], [-4.7023, -0.4940, -0.4750], [-5.6916, 0.4233, 0.4558], [-5.2168, 0.6196, 1.8503], [-0.9160, -0.0847, -0.1562], [-0.1940, 1.0144, 1.6473], [-0.1424, -1.2701, -0.6885], [1.2637, -1.8346, -0.0631], [-0.9197, -2.3811, -2.4591], [-2.0144, 4.7904, -0.3404], [-0.8481, 3.2427, -0.4617], [-2.2209, 3.2375, 0.8368], [-2.7432, 3.2159, -2.3651], [-4.0823, 3.2643, -1.0210], [-2.6779, 0.0782, -2.9918], [-5.3411, -0.7992, -1.4363], [-4.4947, -1.4948, 0.0974], [-5.9396, 1.4848, 0.0162], [-6.7383, -0.1475, 0.5180], [1.2773, -3.0250, 0.0058], [1.5256, -1.4476, 1.0097], [2.1914, -1.5334, -0.7515], [3.9192, -1.9822, 2.3027], [4.6417, -0.9501, 1.8147], [5.8829, -1.0935, 1.2156], [6.4203, -2.3723, 1.1127], [5.7009, -3.4552, 1.6077], [4.4659, -3.2119, 2.1868], [4.1814, 0.0278, 1.9216], [6.4178, -0.2292, 0.8388], [7.3914, -2.5239, 0.6505], [6.0923, -4.4641, 1.5432], [3.8645, -4.0246, 2.5846], [3.8352, 2.7963, 5.3347], [4.6029, 2.7103, 6.4431], [5.1640, 1.5294, 6.9021], [4.9212, 0.3629, 6.1846], [4.1328, 0.4189, 5.0399], [3.6186, 1.6476, 4.6579], [4.7605, 3.6468, 6.9701], [5.7750, 1.5193, 7.7976], [5.3431, -0.5821, 6.5145], [3.9246, -0.4724, 4.4590], [3.0004, 1.7437, 3.7697], [3.2288, 7.5544, 5.9314], [3.6650, 6.3232, 5.5862], [4.7198, 6.0950, 4.7171], [5.3662, 7.1950, 4.1634], [4.9388, 8.4758, 4.4982], [3.8771, 8.6029, 5.3794], [3.1264, 5.4973, 6.0418], [5.0295, 5.0841, 4.4772], [6.1963, 7.0556, 3.4771], [5.4213, 9.3536, 4.0834], [3.5090, 9.5815, 5.6745], [2.9171, -5.9924, 3.7400], [2.9260, -7.0637, 2.9168], [2.9618, -8.3760, 3.3602], [2.9945, -8.6067, 4.7314], [2.9882, -7.5238, 5.6046], [2.9476, -6.2479, 5.0660], [2.9029, -6.8318, 1.8559], [2.9646, -9.1982, 2.6536], [3.0243, -9.6218, 5.1165], [3.0136, -7.6701, 6.6785], [2.9375, -5.3702, 5.7062], [-2.5664, 2.6602, -4.4911], [-1.3314, 2.2548, -4.8595], [-0.9171, 2.1462, -6.1773], [-1.8243, 2.4686, -7.1811], [-3.1044, 2.8874, -6.8334], [-3.4246, 2.9680, -5.4877], [-0.6611, 2.0115, -4.0402], [0.0882, 1.8177, -6.4153], [-1.5361, 2.3945, -8.2257], [-3.8347, 3.1454, -7.5919], [-4.4099, 3.2932, -5.1654], [-0.0829, -1.0234, -8.1410], [-0.0740, -2.0947, -8.9642], [-0.0382, -3.4070, -8.5208], [-0.0055, -3.6377, -7.1496], [-0.0118, -2.5548, -6.2764], [-0.0524, -1.2789, -6.8150], [-0.0971, -1.8628, -10.0251], [-0.0354, -4.2292, -9.2273], [0.0243, -4.6528, -6.7645], [0.0136, -2.7011, -5.2025], [-0.0625, -0.4012, -6.1748], [-8.6021, -0.0024, -1.3376], [-9.4542, 0.9791, -1.7063], [-10.6138, 0.7603, -2.4326], [-10.9188, -0.5437, -2.8084], [-10.0598, -1.5758, -2.4452], [-8.9256, -1.2582, -1.7154], [-9.1709, 1.9795, -1.3923], [-11.2632, 1.5864, -2.6991], [-11.8185, -0.7540, -3.3794], [-10.2689, -2.6026, -2.7232], [-8.2259, -2.0291, -1.4049]], "forces_ev_per_angstrom": [[-0.248, -1.093, 0.558], [0.802, 2.243, -0.418], [-0.539, 0.550, -0.491], [-1.388, -0.271, 0.717], [-1.303, -0.951, -0.619], [-0.529, -0.369, -2.388], [2.455, -4.596, -2.457], [-0.024, -1.070, -0.996], [-0.551, 3.762, 3.409], [0.473, -0.670, -0.582], [0.824, 0.629, 1.578], [0.153, -2.206, 0.231], [-2.304, 0.967, 0.325], [0.706, 1.252, -2.203], [-0.852, -0.978, 2.453], [1.747, -0.810, -0.412], [0.010, 0.187, 0.624], [1.194, 0.750, 2.011], [-0.421, 1.809, -0.943], [0.859, -1.991, 0.899], [2.225, 1.352, 0.307], [-0.212, 2.551, -0.280], [-0.947, -0.482, -2.070], [-2.073, -0.608, 1.291], [1.040, -0.036, -0.392], [-0.584, -0.623, 0.321], [0.096, -0.255, -0.013], [0.000, -0.026, 0.010], [0.171, 0.334, -0.137], [-0.590, 0.619, 0.165], [0.038, -0.035, -0.063], [-0.074, -0.058, 0.036], [-0.096, 0.024, 0.040], [-0.063, 0.067, 0.018], [0.053, 0.035, -0.001], [0.486, -0.824, 0.380], [-0.531, 0.099, -0.734], [-0.059, -0.169, -0.136], [-0.033, 0.036, -0.049], [0.187, -0.083, 0.273], [0.023, 0.850, 0.284], [0.030, -0.049, 0.016], [-0.057, 0.031, -0.063], [-0.051, 0.093, -0.043], [-0.044, 0.087, 0.029], [0.007, -0.068, 0.062], [0.819, -0.060, -0.623], [-0.431, 0.745, 0.372], [0.234, 0.227, -0.160], [-0.034, -0.012, 0.050], [0.053, -0.233, -0.034], [-0.492, -0.657, 0.410], [0.078, -0.011, -0.136], [-0.146, 0.065, 0.048], [-0.094, 0.010, 0.066], [-0.059, -0.053, 0.042], [0.046, -0.046, -0.053], [0.080, -1.056, 0.380], [-0.012, 0.819, 0.466], [0.010, -0.027, 0.290], [0.002, 0.013, 0.000], [-0.004, -0.217, -0.216], [-0.028, 0.332, -0.864], [-0.015, -0.043, 0.057], [-0.005, 0.094, 0.045], [-0.006, 0.111, -0.043], [-0.010, 0.040, -0.096], [-0.001, -0.084, -0.031], [0.317, 0.035, -1.571], [-0.895, 0.297, 0.436], [-0.242, 0.131, -0.176], [-0.009, 0.006, -0.053], [0.296, -0.108, -0.071], [0.638, -0.233, 0.874], [-0.060, -0.031, -0.013], [-0.077, 0.057, -0.003], [-0.016, -0.033, 0.117], [0.038, -0.021, 0.058], [0.041, -0.021, -0.024], [0.056, -0.935, 0.292], [-0.016, 0.766, 0.514], [0.006, 0.020, 0.213], [-0.001, 0.072, 0.034], [0.019, -0.341, -0.212], [-0.011, 0.344, -0.818], [-0.004, -0.055, 0.043], [-0.001, 0.079, 0.029], [-0.007, 0.111, -0.026], [0.013, 0.090, -0.121], [-0.046, -0.197, 0.008], [-1.001, -0.199, -0.625], [0.701, -0.633, 0.328], [-0.053, -0.283, -0.075], [0.012, -0.014, 0.008], [-0.202, 0.256, -0.076], [0.378, 0.834, 0.350], [-0.032, -0.057, -0.030], [0.070, -0.053, 0.026], [0.091, 0.023, 0.055], [0.041, 0.081, 0.033], [-0.035, 0.052, -0.038]], "mulliken_charge": [-0.717, -0.458, 0.644, -0.695, 0.116, -0.357, -0.224, -0.142, -0.044, -0.660, -0.043, 0.291, 0.154, 0.134, 0.114, 0.206, -0.330, 0.129, 0.219, 0.072, 0.094, 0.245, 0.172, 0.219, -0.271, -0.017, -0.849, -0.256, -0.404, -0.324, 0.508, 0.397, 0.352, 0.426, 0.510, -0.268, 0.035, -0.619, -0.309, -0.432, -0.500, 0.308, 0.360, 0.397, 0.488, 0.514, -0.567, -0.179, -0.105, -0.447, -0.247, -0.283, 0.433, 0.350, 0.357, 0.351, 0.336, -0.352, -0.122, -0.517, -0.111, -0.491, -0.226, 0.382, 0.345, 0.349, 0.343, 0.366, -0.153, -0.115, -0.745, -0.202, -0.572, -0.346, 0.428, 0.536, 0.367, 0.348, 0.385, -0.365, -0.224, -0.336, -0.344, -0.345, 0.057, 0.341, 0.349, 0.371, 0.204, 0.193, -0.148, -0.194, -0.572, -0.120, -0.662, -0.034, 0.365, 0.346, 0.349, 0.341, 0.344], "total_charge": -1, "lumo_energy_ev": 2.0, "homo_ev": -4.5, "energy_ha": -2897.6699, "homo_lumo_gap_ev": 6.49}

Entry 4:
{"formula": "C6H4OS", "method": "the ωB97M-V functional and the def2-TZVPD basis", "symbols": ["C", "C", "C", "C", "C", "C", "H", "H", "H", "H", "O", "S"], "xyz": [[0.8774, -0.1995, 0.3723], [-0.5861, 0.0579, 0.5906], [-0.9796, 1.3678, 0.0444], [-1.2057, 2.4698, -0.3814], [-1.5351, -0.9874, 0.1071], [-2.3491, -1.8382, -0.1976], [2.4514, -0.1168, 1.4210], [-0.7159, 0.1788, 1.6532], [-1.6246, 3.4201, -0.6221], [-2.9966, -2.6001, -0.5897], [1.5022, -0.1040, 1.5379], [1.5961, -0.3295, -1.0861]], "forces_ev_per_angstrom": [[0.814, 0.425, -1.185], [-1.639, -0.019, -0.401], [0.426, 0.619, -0.470], [-0.490, -0.548, 0.530], [-0.672, -1.167, -0.113], [1.352, 1.161, 0.110], [0.600, -0.140, -0.321], [-0.137, -0.294, 0.611], [0.296, -0.015, -0.193], [0.145, 0.309, 0.268], [-0.490, -0.086, 0.488], [-0.205, -0.244, 0.676]], "mulliken_charge": [0.145, 0.903, -1.147, 0.206, -0.960, 0.077, 0.371, 0.172, 0.457, 0.442, -0.422, -0.245], "relative_energy_kcal_mol": 25.4, "lumo_energy_ev": 0.0, "smiles": "C#CC(C#C)C(O)=S", "homo_ev": -9.2, "energy_ha": -704.3013, "homo_lumo_gap_ev": 9.26}

Entry 5:
{"formula": "C6H10O", "method": "the ωB97M-V functional and the def2-TZVPD basis", "symbols": ["C", "C", "C", "C", "C", "C", "O", "H", "H", "H", "H", "H", "H", "H", "H", "H", "H"], "xyz": [[2.1641, 0.0148, -0.3142], [0.7658, 0.0248, 0.2047], [0.1234, -0.9274, 0.8915], [-1.3619, -0.9050, 0.5620], [-1.2903, -0.1915, -0.8033], [-0.2751, 0.9038, -0.4833], [-0.8696, 1.8910, 0.3607], [2.7989, -0.7216, 0.1816], [2.6571, 0.9907, -0.3186], [2.0624, -0.3007, -1.3635], [0.5913, -1.7556, 1.4181], [-1.9642, -0.3072, 1.2573], [-1.7895, -1.9121, 0.5293], [-0.7997, -0.8709, -1.5162], [-2.2295, 0.1581, -1.2340], [0.1164, 1.4149, -1.3707], [-0.3896, 1.9240, 1.1914]], "forces_ev_per_angstrom": [[0.163, 0.048, 0.067], [-0.128, -0.226, -0.023], [0.077, 0.035, -0.142], [-0.063, -0.054, 0.021], [-0.236, 0.000, -0.050], [0.067, -0.286, -0.345], [0.085, 0.069, -0.079], [-0.041, 0.107, 0.066], [-0.063, -0.074, 0.096], [0.231, 0.119, 0.115], [0.009, 0.227, 0.014], [0.122, -0.169, -0.021], [0.078, 0.139, -0.059], [-0.292, 0.131, 0.043], [-0.056, 0.089, 0.186], [-0.024, -0.105, 0.064], [0.070, -0.051, 0.048]], "mulliken_charge": [-1.326, 0.187, -0.368, -0.614, -0.645, 0.050, -0.562, 0.380, 0.312, 0.272, 0.417, 0.223, 0.345, 0.284, 0.343, 0.333, 0.367], "relative_energy_kcal_mol": 13.9, "lumo_energy_ev": 0.9, "smiles": "CC1=CCC[C@H]1O", "homo_ev": -9.1, "energy_ha": -309.8202, "homo_lumo_gap_ev": 9.96}

| no. | M (g/mol) |
| --- | --- |
| 1 | 263.97 |
| 2 | 760.46 |
| 3 | 1038.52 |
| 4 | 124.16 |
| 5 | 98.14 |